(1)
A molecular structure, C34H89N4O13 in a non-equilibrium geometry. Source: the OMol25 dataset; level of theory: ωB97M-V/def2-TZVPD.

Its net charge is -1. As for the multiplicity: 1.

Structure (XYZ):
```
140
C34H89N4O13 ωB97M-V/def2-TZVPD
C 8.43 -18.26 -24.46
H 9.92 -28.34 -26.04
H 13.59 -20.13 -16.82
H 8.00 -19.22 -24.75
H 11.03 -14.28 -20.35
H 11.75 -18.94 -23.85
H 11.86 -21.36 -24.49
H 12.03 -24.33 -17.50
N 10.40 -14.14 -21.15
C 14.74 -19.74 -21.06
H 9.22 -24.97 -16.61
H 14.09 -16.93 -20.25
O 11.69 -11.84 -19.65
H 12.32 -21.46 -28.21
C 10.40 -19.90 -19.87
C 14.14 -19.87 -18.83
O 14.54 -23.80 -22.78
C 7.47 -18.71 -20.93
C 10.01 -19.68 -18.41
H 7.53 -22.95 -24.25
H 6.76 -17.68 -23.15
C 10.12 -25.09 -16.00
H 9.40 -27.61 -24.53
H 10.20 -18.21 -26.47
H 10.73 -23.15 -17.73
C 10.28 -27.81 -25.16
H 13.19 -19.44 -19.16
H 13.09 -23.18 -26.77
H 9.76 -25.43 -15.02
H 15.44 -24.34 -24.58
C 9.92 -24.94 -20.92
C 10.89 -22.61 -30.02
C 12.55 -22.47 -16.68
C 11.95 -18.92 -25.56
H 16.52 -24.13 -23.24
H 16.19 -21.65 -23.28
C 13.34 -16.74 -21.03
C 11.34 -19.75 -23.23
H 10.24 -21.76 -29.78
H 11.75 -9.80 -19.25
H 9.10 -24.91 -21.65
H 9.73 -24.22 -20.13
H 12.28 -21.50 -18.48
H 12.06 -23.95 -24.05
C 8.02 -21.78 -22.51
H 10.54 -23.32 -25.45
H 12.11 -21.65 -16.08
C 11.57 -22.16 -27.83
H 7.48 -19.66 -20.39
C 11.90 -10.77 -18.78
H 10.68 -25.96 -16.37
H 8.85 -21.22 -22.08
H 7.84 -22.64 -21.87
O 12.08 -16.45 -20.46
H 10.85 -20.01 -17.80
O 10.82 -21.24 -19.97
C 11.00 -16.51 -21.39
H 10.22 -22.43 -23.58
N 9.89 -18.43 -24.39
H 15.40 -20.13 -21.83
H 8.26 -16.96 -22.67
H 13.21 -20.87 -23.45
H 14.99 -21.13 -17.34
H 12.93 -10.85 -18.43
H 11.10 -21.50 -20.88
H 11.16 -23.81 -22.04
H 10.52 -10.78 -21.00
O 11.14 -24.68 -21.60
H 13.81 -23.25 -23.11
H 12.25 -19.59 -24.72
C 10.54 -11.75 -20.49
C 15.61 -23.72 -23.69
H 14.17 -20.14 -27.60
C 10.00 -26.39 -20.44
H 9.16 -20.30 -18.12
H 11.92 -26.40 -23.96
C 10.91 -15.16 -22.08
O 14.77 -20.52 -19.91
O 11.84 -22.08 -22.57
H 13.66 -15.90 -21.65
H 7.12 -21.17 -22.50
H 16.64 -22.22 -24.86
H 10.33 -23.36 -30.57
H 14.93 -21.84 -24.53
H 11.01 -28.40 -24.59
H 10.87 -26.60 -19.84
H 9.10 -26.55 -19.84
N 11.25 -23.82 -26.00
C 12.12 -21.05 -23.45
C 8.30 -22.22 -23.95
H 10.16 -16.69 -20.72
O 9.52 -22.91 -24.07
H 11.37 -19.46 -22.18
C 11.20 -25.78 -24.53
H 11.01 -17.34 -22.09
C 15.84 -22.27 -24.11
H 10.24 -12.54 -22.53
C 13.87 -19.48 -26.79
H 8.15 -17.53 -25.23
H 10.67 -21.57 -27.62
H 9.58 -19.71 -20.56
H 14.28 -19.88 -25.86
H 13.75 -19.72 -21.54
O 10.81 -26.59 -25.64
H 13.35 -17.66 -21.62
H 11.75 -22.20 -30.56
C 13.99 -20.78 -17.62
N 13.04 -21.84 -17.90
O 10.89 -23.94 -15.81
O 11.27 -23.16 -28.77
H 13.34 -22.99 -16.14
H 15.05 -18.70 -20.89
H 8.14 -18.06 -20.36
H 11.79 -12.73 -21.85
H 12.40 -17.97 -25.23
H 11.87 -14.83 -22.50
H 11.25 -10.82 -17.89
H 10.15 -19.88 -26.00
C 11.98 -24.56 -24.96
C 11.49 -23.50 -17.02
H 9.66 -11.88 -19.87
C 10.72 -12.78 -21.58
C 7.84 -17.87 -23.12
H 10.10 -19.07 -23.63
H 9.71 -18.64 -18.25
H 6.45 -18.30 -20.96
H 13.00 -24.79 -25.28
H 10.39 -25.57 -23.83
H 10.24 -15.21 -22.95
C 10.43 -18.88 -25.64
O 12.46 -19.43 -26.77
H 14.81 -19.05 -18.51
O 8.04 -18.93 -22.19
H 8.18 -21.38 -24.64
C 12.09 -22.77 -26.54
H 9.97 -27.08 -21.29
H 11.21 -19.21 -20.13
H 14.27 -18.47 -26.92
H 10.30 -19.81 -23.56
H 12.34 -21.97 -25.82
```

Löwdin atomic charge list, values in e, 4 entries:
1 C -0.1718
2 H 0.0792
3 H 0.1102
4 H 0.1052



(2)
7 unconnected molecules or ions with the total composition C34H89N7O10 in a non-equilibrium geometry. Source: the OMol25 dataset; level of theory: ωB97M-V/def2-TZVPD.

Its net charge is 0. As for the multiplicity: 1. As for the energy above the lowest of the compared OMol25 structures with the same formula, charge and spin: 79.1 kcal/mol.

Structure (XYZ):
```
140
C34H89N7O10 ωB97M-V/def2-TZVPD
H 4.54 1.53 -3.46
H 2.50 0.92 -0.30
H 6.53 -2.64 -1.45
H 1.60 -3.04 -1.70
H -8.97 -4.04 -6.65
C 5.77 -3.08 -2.11
H 2.19 -4.00 5.77
H 0.12 -0.36 -1.20
H 1.04 -0.23 1.26
O 4.65 -4.31 -0.23
O 0.07 4.35 2.82
C 0.81 0.83 1.41
C -2.68 -0.27 7.63
H -3.81 6.95 3.17
C -4.94 -3.66 -5.88
H 5.72 2.01 -6.30
H 2.65 -2.11 0.89
H 4.11 -2.20 1.87
H -5.03 -2.14 -4.47
H -4.01 8.27 0.46
C -0.20 3.53 3.97
H 2.06 0.96 -2.73
H -1.07 -0.31 5.50
H -6.37 -1.51 -0.50
H 3.43 -0.66 1.53
H -3.06 -4.12 -3.79
H 2.05 2.53 -0.75
C 1.65 1.51 -0.66
H 0.05 -3.77 0.00
N 2.87 -4.02 5.02
H -4.80 -4.34 -3.28
C -5.31 -1.64 -0.73
N 0.95 -0.53 -1.74
N 5.08 2.34 -3.73
N -0.62 0.40 8.76
O 2.46 -1.57 3.00
N 6.38 -3.23 -3.43
H 4.47 2.81 -6.95
C -4.01 -3.64 -3.56
C 4.66 2.14 -6.10
H 4.05 1.24 -6.03
H 6.74 -2.38 -3.84
H 2.14 5.66 -3.84
H -1.48 -3.52 -0.22
H -3.08 -0.86 6.80
H 3.82 -2.65 -2.74
H 0.31 1.36 -2.24
H -3.20 0.68 7.54
H -4.95 -0.61 -0.73
H 1.50 4.83 -2.36
C 1.38 0.51 5.08
O -0.42 -3.33 -2.06
H 4.42 -5.34 1.53
C 1.74 4.73 -3.42
H -6.65 -4.71 -6.60
H -4.76 -3.14 -6.82
H 1.21 -2.31 4.40
H 2.35 0.01 5.15
C -3.02 10.41 1.53
H -2.57 4.92 3.09
N -2.45 6.36 1.66
H 3.70 -6.11 0.14
H 0.38 0.56 8.65
H 1.62 1.29 1.98
H 0.35 -4.69 4.68
C 4.62 -2.07 -2.28
H 7.19 -3.84 -3.34
C 3.15 -1.69 1.77
H 1.47 -1.09 -3.70
H -0.52 -2.08 -0.38
H 4.93 3.98 -5.12
H -3.59 -3.41 -1.47
H -3.13 4.53 1.48
N -4.35 -2.82 -4.79
H 0.64 -2.61 2.82
C -3.98 8.27 1.55
H 0.30 -5.12 3.11
H -0.84 -1.24 7.66
H -9.11 -3.11 -5.22
O -7.23 -2.85 -5.86
H -0.98 1.35 6.06
H -6.79 -4.56 -4.89
H 2.73 3.91 -5.58
C -3.76 6.91 2.08
C -6.41 -4.04 -5.77
H -1.25 3.64 4.24
H -2.13 11.01 1.33
H 1.39 -6.03 4.07
C 4.57 -5.55 0.48
H -0.47 4.64 0.84
H -8.95 -2.28 -6.75
C 0.85 -2.84 -2.47
H 4.94 -1.21 -2.87
H 4.68 -4.91 -2.09
H -0.20 -1.23 -3.44
C 1.56 -2.59 3.40
H -3.48 10.84 2.42
H -1.03 3.24 1.51
C -3.94 -2.76 -2.28
O -5.26 -2.29 -1.97
O 0.61 1.52 0.26
H -0.07 0.86 2.06
C -0.67 0.33 6.30
H -3.64 10.55 0.64
H -4.62 6.29 1.80
C 4.44 3.03 -4.90
C 0.75 -1.36 -2.93
C 5.41 -4.42 -1.42
O -2.78 9.05 1.78
H -3.07 -0.70 8.55
C 2.96 3.28 -4.71
H -4.90 -2.20 0.12
O 0.76 0.09 6.30
H 0.87 0.09 4.21
H 1.45 1.59 4.95
H 1.12 -3.43 -3.34
C 2.19 -4.03 3.72
H -4.34 -4.56 -5.93
H -0.63 -0.13 9.62
C -0.90 4.29 1.78
H 0.88 4.43 -4.02
H 2.22 2.48 -4.64
C -2.28 4.93 2.04
H 6.34 -4.98 -1.45
C -0.55 -3.13 -0.65
H -4.82 8.77 2.03
O 2.85 3.92 -3.43
H -3.16 -2.00 -2.37
H 2.86 -4.27 2.89
H 5.44 -6.20 0.38
H 3.37 -3.15 5.08
H -0.10 2.53 3.53
C 1.25 0.85 -2.01
C -1.16 -0.19 7.61
C -8.58 -3.14 -6.18
H 4.21 -1.76 -1.32
H 5.12 2.95 -2.93
C 1.04 -5.02 3.90
H -2.50 6.37 0.64
H 0.42 3.77 4.82
```

Löwdin atomic charge list, values in e, 4 entries:
1 H 0.0499
2 H 0.1120
3 H 0.1276
4 H 0.1038



Number 1: LUMO 0.0817 Eh, E_tot -69268.275 eV, HOMO-LUMO gap 7.52 eV. Number 2: LUMO 0.0125 Eh, E_tot -67596.566 eV, HOMO-LUMO gap 9.03 eV.